Below is 10 unconnected molecules or ions with the total composition C24H55BCl18O3P in a non-equilibrium geometry, with properties calculated with ωB97M-V/def2-TZVPD.

Structure (XYZ):
```
102
Properties=species:S:1:pos:R:3:forces:R:3:mulliken_charge:R:1
C 1.870575 0.106287 -0.950450 0.63 -0.76 -0.29 -0.672
C 2.316030 -1.233514 -0.263907 0.26 0.96 0.20 0.144
O 1.329885 -2.241327 -0.387001 0.12 -0.66 -0.38 0.110
B 1.887946 -3.538278 -0.631188 -0.89 0.17 -1.28 0.002
O 1.485532 -4.110816 -1.892588 -0.65 1.18 0.97 -0.554
P 3.119091 -4.541464 0.491282 0.70 -0.72 0.63 -0.117
C 1.975486 -4.473876 2.036748 -0.70 0.37 0.14 -1.391
C 1.974618 -3.153288 2.863242 -0.32 -1.11 0.88 -0.201
C 3.334806 -2.733948 3.488804 -0.52 0.75 -0.16 -0.376
O 4.368147 -3.682126 3.318603 0.16 0.35 -0.47 -0.318
C 5.595793 -3.012268 3.121003 0.16 0.00 0.51 -0.238
H 0.835586 0.050654 -1.319568 0.75 0.35 0.30 -0.022
H 2.024555 0.957011 -0.270954 -0.26 -0.22 -0.25 0.311
H 2.518680 0.249279 -1.831192 -0.36 0.18 0.21 0.301
H 3.258157 -1.586659 -0.717930 -0.23 0.23 0.25 0.374
H 2.535253 -0.996258 0.792912 -0.11 -0.40 -0.25 -0.158
H 2.257404 -4.200251 -2.442695 0.59 -0.50 -0.15 0.172
H 3.834191 -3.296123 0.841706 0.06 0.37 0.27 -0.342
H 4.096647 -5.324979 1.270733 0.16 0.01 -0.01 0.019
H 2.486726 -5.814028 0.064119 -0.32 -0.13 0.01 -0.030
H 4.022761 -4.686871 -0.675792 0.16 0.14 -0.61 0.023
H 2.184127 -5.372633 2.653185 0.15 0.50 -0.13 0.457
H 0.925350 -4.613109 1.673754 0.49 0.07 0.09 0.384
H 1.281598 -3.308048 3.720166 0.17 0.13 -0.38 0.325
H 1.505392 -2.350101 2.272730 0.50 -0.14 0.05 -0.016
H 3.228182 -2.528019 4.575551 -0.08 -0.10 -0.32 0.365
H 3.616747 -1.759294 3.035600 0.11 -0.45 0.11 0.195
H 6.385925 -3.717174 2.822383 -0.41 -0.07 0.18 0.215
H 5.527451 -2.247516 2.327315 -0.11 -0.20 0.19 0.320
H 5.887065 -2.537824 4.080719 -0.07 -0.17 -0.70 -0.130
Cl -1.324573 0.016166 -2.877766 -0.10 0.06 -0.09 -0.181
C -1.368178 -1.039581 -1.436596 -0.09 -0.05 0.41 0.889
C -2.560316 -0.746665 -0.560152 -0.05 -0.27 -0.20 -0.683
Cl -2.440502 0.848853 0.230085 -0.03 0.15 0.07 -0.240
H -0.429781 -0.913661 -0.897669 -0.39 -0.22 -0.09 -0.566
H -1.418187 -2.062565 -1.793825 0.03 -0.01 -0.01 -0.116
H -2.625632 -1.488689 0.234290 0.12 0.03 0.00 0.420
H -3.489835 -0.770732 -1.127252 0.02 0.10 0.01 0.354
Cl 7.905596 -4.794544 5.670014 -0.01 0.03 -0.02 -0.162
C 9.163188 -3.612999 5.235963 0.07 -0.03 -0.01 -0.493
C 8.987969 -2.303731 5.968233 0.18 0.06 0.04 -0.501
Cl 7.539238 -1.422973 5.421659 0.24 0.20 0.28 -0.143
H 9.137032 -3.472332 4.156975 -0.10 0.02 0.04 0.326
H 10.122393 -4.056358 5.502185 -0.01 0.05 0.05 0.353
H 9.843162 -1.655339 5.777917 -0.01 -0.05 -0.07 0.308
H 8.906713 -2.454425 7.042778 -0.09 -0.06 -0.05 0.300
Cl 1.264075 -6.797189 -6.210340 0.04 -0.07 -0.09 -0.228
C 0.662634 -5.752849 -4.893557 -0.06 0.13 0.21 -0.228
C 0.682187 -4.292406 -5.271595 -0.14 0.00 0.06 0.054
Cl 2.333394 -3.644437 -5.410856 0.19 0.00 -0.09 -0.211
H 1.265424 -5.942269 -4.007538 0.02 0.02 -0.07 0.166
H -0.360932 -6.062585 -4.685659 0.00 0.06 -0.05 0.279
H 0.192509 -3.709293 -4.499096 0.18 -0.11 0.07 -0.201
H 0.167858 -4.115900 -6.215505 0.09 -0.07 -0.03 0.373
Cl -2.169766 -3.381222 -3.911303 -0.34 -0.11 0.03 -0.156
C -3.016887 -2.523811 -5.221359 -0.07 0.15 -0.03 -0.361
C -4.211117 -3.296969 -5.726856 -0.06 0.12 0.00 -0.487
Cl -3.732403 -4.779109 -6.593131 0.01 -0.05 0.01 -0.192
H -2.299245 -2.331216 -6.016739 0.01 -0.09 0.03 0.315
H -3.340755 -1.566124 -4.814370 -0.01 -0.04 0.03 0.232
H -4.773544 -2.685619 -6.431850 0.07 0.01 -0.01 0.344
H -4.875802 -3.581389 -4.913768 0.09 -0.05 0.01 0.316
Cl -4.163818 5.485594 -3.085465 -0.05 0.11 -0.07 -0.212
C -3.901886 4.142711 -1.942535 0.03 -0.18 0.18 -0.452
C -3.933511 2.799338 -2.627971 0.19 -0.03 0.08 0.212
Cl -5.566478 2.383731 -3.216975 -0.08 0.02 -0.07 -0.212
H -4.658695 4.211159 -1.163573 -0.05 0.02 -0.10 0.305
H -2.925249 4.299282 -1.486719 0.02 -0.05 -0.08 0.347
H -3.642856 2.021144 -1.924744 -0.01 0.07 0.03 -0.300
H -3.251582 2.764953 -3.474645 -0.08 0.04 -0.02 0.293
Cl -7.648997 6.539476 -1.545134 -0.02 -0.03 0.04 -0.178
C -7.803768 6.512969 -3.318127 0.05 -0.03 -0.13 -0.353
C -9.240125 6.642181 -3.766478 0.08 0.16 -0.12 -0.443
Cl -10.205070 5.199975 -3.357631 -0.06 -0.05 0.03 -0.195
H -7.351841 5.591624 -3.681050 -0.03 -0.01 0.08 0.260
H -7.223003 7.352021 -3.699505 -0.06 0.02 0.01 0.284
H -9.279810 6.751733 -4.849766 0.06 -0.05 0.02 0.292
H -9.723708 7.507558 -3.318199 0.00 -0.08 0.08 0.333
Cl 4.759522 3.876563 6.241997 -0.04 0.07 -0.04 -0.201
C 4.891076 2.529260 7.401682 0.10 -0.14 0.18 -0.425
C 4.982399 1.189439 6.710607 0.03 -0.04 0.02 -0.410
Cl 3.459184 0.744066 5.904352 0.01 0.02 -0.02 -0.162
H 4.034133 2.575534 8.070288 -0.04 0.01 -0.11 0.319
H 5.793045 2.703461 7.987627 0.02 -0.01 -0.07 0.320
H 5.191692 0.410325 7.442988 -0.01 0.06 0.03 0.308
H 5.774681 1.177360 5.964927 -0.06 0.04 -0.01 0.233
Cl 3.615616 9.203100 8.072312 0.01 0.03 0.03 -0.188
C 4.421582 9.012951 6.494710 0.03 -0.02 -0.16 -0.408
C 5.275137 7.768283 6.436392 -0.09 -0.05 -0.12 -0.346
Cl 6.705520 7.884679 7.492901 0.01 -0.01 0.04 -0.190
H 5.009935 9.908669 6.306723 0.02 -0.03 0.09 0.319
H 3.635878 8.953732 5.742442 0.01 -0.07 0.03 0.292
H 5.643376 7.620824 5.421662 -0.01 0.07 0.02 0.305
H 4.713045 6.883122 6.726800 0.03 0.05 0.08 0.224
Cl -12.386973 0.247371 -6.804769 -0.01 -0.01 -0.04 -0.189
C -11.729343 1.758577 -6.127522 0.08 0.09 0.11 -0.416
C -12.816636 2.678511 -5.625728 0.10 0.04 0.15 -0.205
Cl -13.799342 3.346880 -6.954089 -0.04 -0.01 -0.02 -0.194
H -11.125485 2.237774 -6.895046 -0.09 -0.02 -0.03 0.321
H -11.076262 1.478596 -5.301831 -0.06 0.01 0.02 0.279
H -12.371364 3.526058 -5.105215 0.06 -0.02 -0.06 0.078
H -13.485648 2.167942 -4.936297 -0.01 -0.05 -0.10 0.327
```
Positions in Å, forces in eV/Å.

Results
* frontier orbital gap: 4.3 eV
* HOMO energy: -2.838 eV
* F_max: 1.7 eV/A
* charge: -1
* multiplicity: 1


Below is a single C4H9NOSi molecule in a non-equilibrium geometry, with properties calculated with ωB97M-V/def2-TZVPD.

Structure (XYZ):
```
16
Properties=species:S:1:pos:R:3:forces:R:3:nbo_charge:R:1
C -1.623646 -0.051050 -0.972632 2.79 0.50 1.57 -0.225
C 0.616760 -2.412506 -0.115110 0.96 -1.53 2.34 -0.388
C 0.718133 1.851976 -1.010600 -2.27 0.96 1.22 -1.049
C -0.482808 0.717005 1.642252 2.41 0.72 3.07 -1.010
N -2.582223 -0.109449 -1.598184 -1.89 -0.29 -1.11 -0.369
O 0.945357 -1.048198 -0.313844 2.59 -2.18 0.57 -0.511
Si 0.016940 0.313799 -0.131056 -3.02 3.08 -1.09 1.364
H 0.157201 -2.646361 -1.069628 -0.11 -0.80 -0.33 0.270
H -0.156890 -2.490879 0.693724 0.03 0.33 -0.83 0.230
H 1.507070 -3.073829 0.313508 -1.52 1.69 -1.78 0.231
H 0.741448 1.645440 -2.047386 -0.26 -0.22 -1.28 0.244
H -0.003604 2.787500 -0.828948 1.64 -1.90 -0.26 0.239
H 1.728375 2.045777 -0.752050 0.80 0.48 0.56 0.237
H 0.498766 0.740456 2.369949 -2.43 -0.34 -1.79 0.246
H -0.891733 1.748869 1.777365 0.08 -0.52 -0.63 0.242
H -1.189147 -0.018551 2.042640 0.20 0.01 -0.25 0.250
```
Positions in Å, forces in eV/Å.

Results
* ΔE to the lowest compared entry with this formula, charge and spin: 1.659 eV
* frontier orbital gap (alpha / beta): 4.3 / 5.7 eV
* HOMO energy (alpha / beta): -3.560 / -11.015 eV
* F_max: 4.4 eV/A
* charge: 0
* multiplicity: 3